13 unconnected molecules or ions with the total composition C53H97N4O22 in a non-equilibrium geometry, computed with wB97M-V/def2-TZVPD.

Summary:
- Charge: +1
- Lowest unoccupied orbital energy: -1.83 eV

Geometry as XYZ:
```
176
C53H97N4O22 | the Open Molecules 2025 dataset | wB97M-V/def2-TZVPD
C -3.0532 -1.1232 -1.6746
C -1.9769 -1.5016 -0.6604
C -1.4135 -0.3235 0.0704
N -0.3090 -0.7139 1.0302
C 0.0871 0.4767 1.8311
C 0.8690 1.4390 0.9660
C 2.0448 0.8178 0.2147
C 1.5669 -0.3603 -0.6176
C 0.8425 -1.3268 0.2861
C -0.9225 -1.6647 1.9959
H -2.5756 -0.6235 -2.5237
H -3.7138 -0.2966 -1.3651
H -3.7424 -1.9276 -1.9079
H -1.3429 -2.2594 -1.1230
H -2.4881 -2.1481 0.0690
H -2.1972 0.0972 0.6914
H -0.9086 0.3872 -0.5747
H -0.8298 0.8626 2.2630
H 0.7662 0.1570 2.6240
H 0.2059 2.0002 0.3000
H 1.3215 2.1971 1.6122
H 2.3910 1.5951 -0.4686
H 2.8401 0.6182 0.9334
H 1.0818 -0.0247 -1.5278
H 2.4203 -0.9826 -0.9140
H 0.4608 -2.1866 -0.2579
H 1.4570 -1.7063 1.1040
H -1.7632 -1.1575 2.4398
H -0.1318 -1.7919 2.7424
H -0.9952 -2.6401 1.5298
O 2.2643 -3.0354 3.4467
C 1.9273 -2.9698 4.5971
O 1.3919 -3.9744 5.2847
C 1.0857 -5.1813 4.5659
C 2.3240 -6.0387 4.4465
C 1.7297 -1.6563 5.3336
H 0.7364 -4.9599 3.5519
H 0.2225 -5.5656 5.0994
H 3.1812 -5.3993 4.2232
H 2.2237 -6.8092 3.6860
H 2.6804 -6.4686 5.3900
H 0.6908 -1.3603 5.2493
H 2.3659 -0.9580 4.7856
H 2.1116 -1.7090 6.3481
O 5.9864 6.3914 5.2635
C 5.3736 6.7438 4.3296
O 4.3949 6.0612 3.7780
C 4.1856 4.7242 4.2980
C 2.9730 4.1680 3.6595
C 5.5405 8.0829 3.6437
H 4.1417 4.8556 5.3824
H 5.0576 4.1071 4.0691
H 3.0502 4.0373 2.5857
H 2.0411 4.6932 3.8793
H 2.7625 3.1563 4.0332
H 6.6064 8.2494 3.5529
H 5.0443 8.8216 4.2635
H 5.0546 7.9855 2.6781
O -0.7223 2.1891 4.6890
C -1.0831 3.0966 5.3184
O -0.4706 3.6002 6.3514
C 0.5662 2.8249 6.9657
C 0.1010 2.4713 8.3722
C -2.2691 3.8996 4.8511
H 1.4542 3.4408 7.1021
H 0.8668 1.9118 6.4622
H -0.0662 3.3875 8.9417
H 0.8189 1.8587 8.9156
H -0.8576 1.9472 8.3692
H -1.9932 4.8841 4.4977
H -3.0296 3.9277 5.6354
H -2.7136 3.2781 4.0798
O 8.2790 -0.8640 -3.3878
C 8.1829 0.2951 -3.5528
O 7.5006 1.0905 -2.7385
C 6.8001 0.4594 -1.6920
C 5.3072 0.6677 -1.9213
C 8.7026 1.0661 -4.7173
H 7.1183 0.8116 -0.7114
H 6.9946 -0.6123 -1.7073
H 5.0466 1.7236 -1.8856
H 4.7007 0.1775 -1.1515
H 5.0671 0.1454 -2.8482
H 7.8134 1.1406 -5.3623
H 9.4341 0.5330 -5.3042
H 8.9466 2.0747 -4.4041
O -2.2272 1.9810 -2.8871
C -2.9271 2.8959 -3.3073
O -2.8779 4.1653 -2.8491
C -1.8492 4.5075 -1.9366
C -0.5022 4.5496 -2.5944
C -3.9799 2.6633 -4.3729
H -1.8673 3.8395 -1.0740
H -2.1190 5.4695 -1.5085
H -0.4438 5.3979 -3.2799
H -0.3550 3.6302 -3.1565
H 0.3584 4.6719 -1.9356
H -4.3493 1.6523 -4.2074
H -3.4990 2.6515 -5.3567
H -4.7547 3.4214 -4.3808
C 2.3951 -7.3530 0.5360
C 2.2658 -7.6677 -0.9657
C 1.3287 -6.7371 -1.7059
C 1.5892 -5.3597 -1.2988
N 1.8527 -4.3138 -0.9739
H 2.6285 -6.2943 0.6979
H 3.2491 -7.8339 1.0249
H 1.5300 -7.6918 1.1164
H 1.9855 -8.7178 -1.0412
H 3.2929 -7.5509 -1.3278
H 0.3056 -7.0760 -1.5522
H 1.4544 -6.6656 -2.7907
C -7.3802 -2.8004 0.6965
C -6.0934 -2.1653 0.2563
C -5.3443 -1.4729 1.4479
C -4.4390 -2.4343 2.0525
N -3.7500 -3.1658 2.5714
H -7.6463 -3.6557 0.0563
H -8.2720 -2.1857 0.5596
H -7.3764 -3.2288 1.6997
H -6.3993 -1.3635 -0.4140
H -5.4336 -2.8670 -0.2399
H -6.0861 -1.1517 2.1760
H -4.8660 -0.5950 1.0192
C -3.3209 -6.7697 2.7507
C -3.9249 -7.0661 1.3500
C -4.0263 -5.8613 0.3910
C -2.6981 -5.3373 0.1219
N -1.6388 -4.9332 -0.0503
H -2.2384 -6.6647 2.7312
H -3.5533 -7.7756 3.1321
H -3.7881 -6.0428 3.4015
H -4.9209 -7.4655 1.5404
H -3.3300 -7.8256 0.8430
H -4.7000 -5.1373 0.8515
H -4.4885 -6.1604 -0.5555
C -8.5889 0.6868 -2.9045
C -8.5235 -0.6989 -2.2748
O -7.2342 -1.1444 -2.7380
C -6.4784 -0.0939 -3.1268
O -5.3629 -0.1625 -3.5739
O -7.2196 1.0404 -3.0674
H -9.0800 1.4747 -2.3368
H -9.1596 0.6519 -3.8389
H -9.2906 -1.3828 -2.6244
H -8.4948 -0.7505 -1.1860
C -2.8537 -1.9461 -5.7049
C -2.8717 -0.3969 -5.6882
O -1.5151 -0.0543 -5.4152
C -0.7324 -1.1193 -5.6869
O 0.4516 -1.0795 -5.7372
O -1.4619 -2.2563 -5.8113
H -3.3770 -2.3318 -6.5746
H -3.3359 -2.3405 -4.8119
H -3.6192 0.0642 -5.0474
H -3.1946 0.0267 -6.6506
C 5.2909 6.0357 -2.1995
C 4.0709 6.7509 -2.7495
O 3.0240 5.8430 -2.4972
C 3.4228 4.9997 -1.5305
O 2.7241 4.1640 -1.0589
O 4.7075 5.2002 -1.2261
H 6.0825 6.6485 -1.7930
H 5.6885 5.4086 -2.9987
H 4.1589 7.0026 -3.8042
H 3.7948 7.7001 -2.2818
C 1.6162 1.6799 -4.4168
C 0.5750 2.2542 -5.3637
O 1.0267 3.6059 -5.4548
C 2.3853 3.6071 -5.2851
O 3.0707 4.5831 -5.3820
O 2.7822 2.4223 -4.7617
H 1.7611 0.6081 -4.4615
H 1.2610 1.8848 -3.3955
H -0.4757 2.1593 -5.1040
H 0.5703 1.8385 -6.3773
```